76
Properties=species:S:1:pos:R:3 method="wB97M-V/def2-TZVPD" smiles="CCOCCOC[C@H]1OC(=O)[C@H](COc2cc(C)ccc2C(C)C)[C@]1(C[C@H](C)Br)N(C(C)=O)C(C)=O" lumo_energy_ha=0.014 e_tot_ha=-4208.183331 largest_force_ev_per_a=2.3 orbital_gap_ev=8.80 spin_multiplicity=1
C 4.605 -3.727 2.262
C 3.989 -3.029 1.053
O 4.947 -2.581 0.110
C 4.820 -3.176 -1.159
C 3.837 -2.428 -2.124
O 3.184 -1.338 -1.486
C 2.001 -0.952 -2.180
C 1.902 0.577 -2.106
O 1.018 1.017 -3.162
C -0.158 1.518 -2.648
O -0.916 2.269 -3.187
C -0.191 0.887 -1.219
C -1.431 1.275 -0.395
O -2.102 0.080 -0.007
C -3.464 0.096 -0.182
C -4.102 0.489 -1.334
C -5.464 0.467 -1.490
C -6.093 0.933 -2.783
C -6.219 -0.003 -0.441
C -5.610 -0.426 0.717
C -4.246 -0.378 0.866
C -3.604 -0.875 2.160
C -3.634 0.162 3.316
C -4.308 -2.208 2.561
C 1.253 1.258 -0.850
C 1.957 0.779 0.463
C 1.335 -0.263 1.395
C 0.757 -1.548 0.822
Br 0.020 0.501 2.664
N 1.507 2.706 -1.024
C 0.669 3.612 -0.259
C 0.962 4.114 1.156
O -0.325 4.047 -0.801
C 2.890 3.123 -1.157
C 3.864 3.389 -0.011
O 3.308 3.315 -2.279
H 3.788 -3.885 2.981
H 4.977 -4.722 2.006
H 5.341 -3.103 2.771
H 3.475 -2.134 1.428
H 3.210 -3.645 0.589
H 5.819 -3.170 -1.601
H 4.470 -4.214 -1.075
H 4.462 -1.998 -2.924
H 3.106 -3.101 -2.588
H 2.178 -1.177 -3.243
H 1.103 -1.512 -1.895
H 2.910 0.884 -2.394
H -0.398 -0.150 -1.495
H -2.039 1.921 -1.040
H -1.205 1.907 0.470
H -3.497 0.848 -2.168
H -6.959 0.322 -3.052
H -6.386 1.981 -2.666
H -5.388 0.863 -3.616
H -7.299 -0.030 -0.563
H -6.244 -0.819 1.503
H -2.572 -1.166 1.946
H -4.361 -0.142 4.074
H -2.639 0.193 3.763
H -3.928 1.132 2.910
H -3.668 -2.801 3.220
H -4.536 -2.787 1.661
H -5.266 -1.980 3.039
H 2.961 0.425 0.189
H 2.136 1.657 1.085
H 2.140 -0.575 2.065
H 1.486 -2.155 0.281
H 0.436 -2.167 1.669
H -0.121 -1.431 0.185
H 0.113 4.701 1.503
H 1.802 4.816 1.084
H 1.175 3.326 1.884
H 4.525 4.219 -0.259
H 4.518 2.507 0.036
H 3.418 3.485 0.977



76
Properties=species:S:1:pos:R:3 method="wB97M-V/def2-TZVPD" lumo_energy_ha=0.002 e_tot_ha=-3312.631532 relative_energy_kj_mol=97.0 largest_force_ev_per_a=1.1 orbital_gap_ev=7.66 spin_multiplicity=1
Pb -0.208 -0.121 -0.519
C -1.439 -0.548 -2.651
C -2.407 0.266 -2.027
C -1.981 1.608 -2.119
C -0.744 1.635 -2.737
C -0.360 0.302 -3.039
H -1.552 -1.581 -2.915
H -3.370 -0.062 -1.678
H -2.527 2.456 -1.750
H -0.163 2.513 -2.958
H 0.453 0.014 -3.681
C 3.921 -0.515 -0.418
C 4.104 -0.896 1.036
S 2.578 -1.573 1.797
C 2.622 -0.750 3.427
C 2.412 0.756 3.389
S 1.064 1.235 2.240
C 1.835 2.539 1.225
C 3.007 2.138 0.345
S 2.678 0.769 -0.842
H 3.567 -1.374 -0.986
H 4.874 -0.176 -0.830
H 4.437 -0.056 1.643
H 4.864 -1.678 1.087
H 3.566 -0.993 3.916
H 1.806 -1.225 3.969
H 3.310 1.291 3.080
H 2.119 1.096 4.384
H 2.153 3.339 1.897
H 1.005 2.899 0.619
H 3.872 1.844 0.934
H 3.285 3.000 -0.264
C -5.712 -0.090 5.765
C -4.914 0.468 4.595
C -4.062 -0.619 3.930
N -3.375 -0.116 2.757
C -2.416 0.827 2.746
S -2.195 1.780 1.414
N -1.630 1.048 3.858
C -0.982 0.218 4.749
O -0.390 0.723 5.682
C -0.961 -1.247 4.511
C -0.833 -1.812 3.242
C -0.655 -3.179 3.109
C -0.614 -3.989 4.232
C -0.735 -3.433 5.497
C -0.899 -2.069 5.637
H -6.282 0.702 6.241
H -5.049 -0.532 6.505
H -6.405 -0.856 5.428
H -4.253 1.265 4.943
H -5.594 0.900 3.858
H -4.693 -1.447 3.603
H -3.331 -1.007 4.641
H -3.913 -0.124 1.900
H -1.284 2.002 3.914
H -0.824 -1.194 2.356
H -0.520 -3.600 2.124
H -0.482 -5.056 4.128
H -0.682 -4.059 6.376
H -0.970 -1.618 6.616
C 1.604 -5.775 -2.118
Si 1.041 -5.289 -0.358
C 2.482 -5.558 0.865
C -0.367 -6.489 0.133
C 0.516 -3.513 -0.302
C 0.231 -2.328 -0.301
H 1.880 -6.825 -2.177
H 2.462 -5.191 -2.439
H 0.807 -5.606 -2.836
H 2.789 -6.600 0.887
H 2.196 -5.272 1.872
H 3.346 -4.961 0.592
H -0.061 -7.526 0.013
H -1.245 -6.333 -0.488
H -0.665 -6.354 1.169



no.,HOMO energy (eV)
1,-8.429
2,-7.609